Density functional theory data (ωB97M-V/def2-TZVPD) for 2 unconnected molecules or ions with the total composition C4H4OS3.

```
12
C4H4OS3, DFT ωB97M-V/def2-TZVPD
C -3.8672 1.6417 -0.1599
C -3.1057 0.6013 -0.1290
C -1.9066 -0.2161 0.2351
O -0.9576 0.3763 0.9360
S -1.6760 -1.7303 -0.3666
H -4.8645 2.2230 -0.2170
H -1.4599 1.1008 1.5047
S 2.6497 -1.2619 0.1652
C 1.7713 0.0612 -0.0514
S 2.3003 1.7172 -0.3042
H 0.6630 0.0461 0.0026
H 3.5867 1.4899 -0.0572
```

Summary:
highest occupied orbital energy: -8.56 eV
ΔE to the lowest compared entry with this formula, charge and spin: 3.733 eV
gap between HOMO and LUMO: 7.6 eV
SMILES: C#CC(O)=S.S=CS
energy: -38761.720 eV

=====

Density functional theory data (ωB97M-V/def2-TZVPD) for a gas-phase ion, C3H10NO (charge +1).

```
15
C3H10NO, DFT ωB97M-V/def2-TZVPD
C 0.0856 -1.2526 1.4098
C -0.2069 -0.5466 0.1096
O 0.6375 -0.9949 -1.0091
C -0.0503 0.9671 0.0967
N -0.2226 1.4103 -1.3185
H 0.5061 -2.2332 1.2087
H 0.6450 -0.6715 2.1175
H -0.8461 -1.5428 1.8954
H -1.1762 -0.8516 -0.2586
H 1.3972 -1.4195 -0.5903
H 0.9315 1.2644 0.4346
H -0.8428 1.4045 0.7034
H 0.6306 1.2344 -1.8459
H -0.9978 0.8552 -1.6790
H -0.4910 2.3768 -1.2742
```

Summary:
highest occupied orbital energy: -15.26 eV
charge: +1
ΔE to the lowest compared entry with this formula, charge and spin: 0.424 eV
gap between HOMO and LUMO: 11.7 eV
SMILES: C[C@H](O)C[NH3+]
energy: -6803.887 eV

=====

Density functional theory data (ωB97M-V/def2-TZVPD) for 2 unconnected molecules or ions with the total composition C21H35N3OP.

```
61
C21H35N3OP, DFT ωB97M-V/def2-TZVPD
C 5.3570 2.6072 0.5399
C 3.8329 3.2166 0.4223
C 2.7477 2.1102 -0.1699
C 3.1049 1.8390 -1.7597
C 1.9180 2.3271 -2.7946
C 1.8051 1.2431 -4.0221
C 0.2701 0.8441 -4.4455
C -0.4313 0.2209 -3.0561
C 0.0890 -1.2190 -2.6274
C -0.6434 -1.8338 -1.3109
P -0.2355 -3.5358 -0.5585
C -0.7634 -3.7021 1.2677
C 1.7116 -3.5647 -0.4944
C 2.3003 -2.4291 0.5832
C -1.7326 -0.7767 -0.7741
N -1.9515 0.5239 -1.3912
C -3.0020 1.4244 -0.6950
C -2.7648 1.5916 0.9048
C -3.8485 2.6045 1.6804
C -4.9319 3.2439 0.5988
C -5.0113 2.9260 -0.9943
N -4.0129 2.0095 -1.6165
N -1.4147 1.1229 -2.4676
H 5.4412 1.4590 0.3305
H 5.7308 2.7845 1.6410
H 6.0423 3.2278 -0.1834
H 3.7950 4.1283 -0.3331
H 3.4869 3.5985 1.4807
H 2.8944 1.0859 0.4096
H 1.6350 2.5023 -0.0213
H 4.0862 2.4560 -1.9896
H 3.3986 0.6999 -1.8754
H 0.9325 2.4935 -2.1861
H 2.2158 3.3722 -3.2575
H 2.3071 1.7196 -4.9779
H 2.4356 0.2597 -3.7858
H -0.3137 1.7909 -4.8399
H 0.2260 0.0022 -5.2910
H 0.9286 -1.7633 -3.2357
H 0.2016 -3.9201 1.9314
H -1.4457 -4.6720 1.4018
H -1.2828 -2.7154 1.6217
H 2.1136 -3.1945 -1.5556
H 2.1426 -4.6339 -0.2798
H 2.0805 -1.3304 0.2464
H 1.9220 -2.6039 1.6798
H 3.4853 -2.5681 0.5967
H -2.3705 -1.0907 0.1708
H -1.8898 1.0544 1.4861
H -3.8280 2.8281 2.8286
H -5.7285 4.0089 1.0324
H -5.8235 3.4385 -1.7026
C -3.5187 -2.2679 4.6122
C -3.0607 -3.7111 4.5712
O -1.6517 -3.7683 4.4043
H -3.2380 -1.7489 3.6899
H -4.6036 -2.2065 4.7360
H -3.0387 -1.7324 5.4378
H -3.5256 -4.2367 3.7319
H -3.3264 -4.2335 5.4954
H -1.2481 -3.3062 5.1590
```

Summary:
highest occupied orbital energy: -11.44 eV
charge: +1
gap between HOMO and LUMO: 6.9 eV
energy: -38128.837 eV

=====

Density functional theory data (ωB97M-V/def2-TZVPD) for a gas-phase ion, C3H8N2 (charge +1).

```
13
C3H8N2, DFT ωB97M-V/def2-TZVPD
C -1.4703 -1.4524 0.6852
C -0.7797 -0.3012 -0.0578
N 1.4510 1.5462 -0.9792
C 1.3551 0.8956 0.2077
N 0.5438 -0.0530 0.4390
H -2.4356 -1.6359 0.2216
H -1.5717 -1.1993 1.7333
H -0.8607 -2.3563 0.6164
H -1.3326 0.6361 -0.0672
H -0.6529 -0.6314 -1.1026
H 1.6813 0.9645 -1.7810
H 2.0476 2.3703 -0.9223
H 2.0246 1.2168 1.0070
```

Summary:
highest occupied orbital energy (spin up / spin down): -16.00 / -15.90 eV
charge: +1
ΔE to the lowest compared entry with this formula, charge and spin: 1.627 eV
gap between HOMO and LUMO (spin up / spin down): 11.5 / 8.0 eV
energy: -6211.779 eV
multiplicity: 2

=====

Density functional theory data (ωB97M-V/def2-TZVPD) for a single C21H22N2O3 molecule.

```
48
C21H22N2O3, DFT ωB97M-V/def2-TZVPD
C 3.6125 1.2567 -4.6957
O 3.7591 0.6718 -3.4224
C 2.8578 0.9622 -2.4564
C 3.0867 0.3726 -1.2078
C 2.2239 0.6006 -0.1647
C 1.1038 1.4267 -0.3199
C 0.2178 1.6092 0.8472
O 0.4140 0.9980 1.8802
C -0.9164 2.6041 0.7052
C -1.7526 2.7646 1.9792
C -2.7878 1.6489 2.1023
O -3.9576 1.8103 1.8141
N -2.2819 0.4937 2.5708
C -3.0611 -0.7210 2.6223
C -3.2674 -1.3395 1.2278
C -1.9908 -1.4499 0.4615
C -1.6827 -0.7886 -0.6902
N -0.4267 -1.1318 -1.1177
C 0.1131 -2.0146 -0.2290
C 1.3535 -2.6387 -0.2236
C 1.6290 -3.5003 0.8154
C 0.6906 -3.7453 1.8217
C -0.5422 -3.1334 1.8179
C -0.8474 -2.2465 0.7854
C 0.8839 2.0137 -1.5644
C 1.7435 1.7842 -2.6221
H 3.6504 2.3489 -4.6417
H 4.4550 0.8960 -5.2830
H 2.6791 0.9465 -5.1759
H 3.9537 -0.2578 -1.0913
H 2.3911 0.1425 0.7980
H -1.5630 2.2892 -0.1169
H -0.4751 3.5666 0.4323
H -2.2923 3.7111 1.9393
H -1.0973 2.7601 2.8512
H -1.2749 0.4093 2.6335
H -2.5428 -1.4189 3.2806
H -4.0390 -0.4789 3.0476
H -3.7218 -2.3257 1.3507
H -3.9587 -0.7062 0.6699
H -2.2852 -0.1017 -1.2544
H 0.0347 -0.7701 -1.9341
H 2.0722 -2.4510 -1.0079
H 2.5853 -4.0010 0.8544
H 0.9442 -4.4328 2.6155
H -1.2617 -3.3415 2.5957
H 0.0316 2.6544 -1.7286
H 1.5400 2.2533 -3.5721
```

Summary:
highest occupied orbital energy: -7.84 eV
ΔE to the lowest compared entry with this formula, charge and spin: 1.130 eV
gap between HOMO and LUMO: 8.0 eV
SMILES: COc1ccc(C(=O)CCC(=O)NCCc2c[nH]c3ccccc23)cc1
energy: -31257.932 eV

=====

Density functional theory data (ωB97M-V/def2-TZVPD) for 4 unconnected molecules or ions with the total composition C5H20N2O3S.

```
31
C5H20N2O3S, DFT ωB97M-V/def2-TZVPD
C -0.9439 -0.6635 -2.4639
C 0.5041 -0.7725 -1.9322
S 1.7132 -0.1224 -3.1660
C -1.5662 0.6996 -2.1845
N -2.1234 0.9455 -0.8629
C -1.4409 1.7899 0.1025
C -0.9073 1.0929 1.3542
N 0.5523 1.1126 1.5314
H -0.9740 -0.8647 -3.5347
H -1.4781 -1.4258 -1.8907
H 0.6360 -0.1948 -1.0266
H 0.7050 -1.8310 -1.8168
H 1.2077 -0.8563 -4.1667
H -0.8059 1.4448 -2.4408
H -2.3298 0.9645 -2.9269
H -3.0983 1.1236 -0.9575
H -0.6859 2.4326 -0.3694
H -2.2025 2.5019 0.4349
H -1.1851 0.0385 1.3946
H -1.3791 1.4939 2.2593
H 0.9630 1.9684 1.1853
H 0.9537 0.3210 1.0496
H 0.4394 -3.4050 0.8586
H -0.2368 -1.9555 1.0518
O 0.3233 -2.5212 0.4781
H 3.0607 -1.0396 2.9301
H 3.0488 -1.5179 1.4852
O 3.4024 -0.8078 2.0495
H 1.4479 0.5680 3.3285
H 0.7614 -0.4333 4.2236
O 1.6383 -0.0867 4.0224
```

Summary:
highest occupied orbital energy (spin up / spin down): 0.49 / -5.91 eV
charge: -1
ΔE to the lowest compared entry with this formula, charge and spin: 0.000 eV
gap between HOMO and LUMO (spin up / spin down): 2.3 / 8.7 eV
energy: -25466.162 eV
multiplicity: 2

=====

Q: Which formula does entry 3 have?
A: C21H35N3OP